# C30H30GdN5O2SSb

C30H30GdN5O2SSb as an isolated structure at a distorted geometry (ωB97M-V/def2-TZVPD, the Open Molecules 2025 dataset).

The geometry in XYZ format:
```
70
Properties=species:S:1:pos:R:3:forces:R:3
Gd -0.386 -0.640 0.551 -1.8026 0.3635 1.9028
C -0.128 -1.257 4.495 -1.6675 1.3118 -0.2874
C 0.113 -2.470 3.720 0.5354 -1.5115 -0.4160
C 0.477 -3.687 4.340 0.5695 1.0131 0.3235
C 0.718 -4.789 3.565 0.5362 0.0013 -0.2441
C 0.548 -4.693 2.190 -0.6860 -0.6717 -0.7214
C 0.072 -3.510 1.634 0.3151 -0.8820 -0.5386
N -0.021 -2.421 2.359 -0.7504 1.0222 1.2662
Sb -0.911 -3.834 -0.387 -0.4829 -0.2467 -0.1391
C -2.753 -2.449 -0.534 -0.4774 -1.5159 0.1950
C -3.895 -3.130 -0.993 0.5943 -0.3072 0.1528
C -5.154 -2.542 -0.864 -0.3213 -1.1094 -0.8446
C -5.253 -1.334 -0.247 -0.1559 0.5459 0.0290
C -4.095 -0.727 0.254 -0.0207 -0.1673 -0.6423
C -4.251 0.537 0.986 0.5287 0.3334 1.0980
N -2.877 -1.283 0.078 0.2399 0.7567 0.1330
C 0.458 -3.097 -1.910 0.7993 0.4601 -0.0587
C 0.795 -4.016 -2.904 -1.5478 -0.1531 0.8126
C 1.647 -3.664 -3.946 0.5064 0.5606 0.5366
C 2.259 -2.418 -3.848 -0.8855 -0.0683 0.8480
C 1.864 -1.516 -2.811 0.2591 -1.7304 -1.1020
C 2.435 -0.170 -2.812 0.0953 0.7523 1.0082
N 0.999 -1.858 -1.866 -0.6525 -0.2257 0.3111
H -0.835 -1.418 5.359 0.7125 -0.0097 -0.9303
H 0.778 -0.837 4.896 0.4913 0.1838 0.1799
H -0.588 -0.517 3.742 0.5841 -0.6838 1.5412
H 0.780 -3.702 5.405 -0.7735 0.0882 -0.6610
H 1.098 -5.683 4.038 -0.0539 -0.1777 -0.1925
H 0.687 -5.557 1.546 -0.0320 -0.0119 0.1678
H -3.842 -4.142 -1.381 0.2284 0.1388 -0.1123
H -6.052 -3.067 -1.263 0.8307 0.4652 0.3923
H -6.222 -0.828 -0.176 0.4725 -0.1720 0.2332
H -5.108 0.387 1.642 -0.1071 0.3518 0.0939
H -3.341 0.775 1.595 -0.8783 -0.2609 -0.5383
H -4.442 1.388 0.347 -0.1609 0.1784 -0.3507
H 0.242 -4.960 -2.795 0.6418 0.1403 -0.6644
H 1.852 -4.356 -4.752 0.1295 0.0453 0.0340
H 3.042 -2.097 -4.512 -0.0344 0.0199 -0.3637
H 3.494 -0.211 -3.015 0.3505 0.1340 -0.1316
H 1.952 0.448 -3.555 -0.1100 0.2759 -0.2745
H 2.275 0.274 -1.823 0.1114 0.1133 -0.2457
O 0.095 5.945 -2.473 -1.1452 -0.4431 -0.5254
C -1.111 5.185 -2.780 1.2130 -0.5542 -0.0795
C -0.976 3.813 -2.089 -0.5822 0.3985 -0.7291
C -1.952 2.795 -2.226 0.0794 1.3262 -0.2096
C -1.776 1.595 -1.580 0.0066 -1.1005 -0.1693
N -0.651 1.302 -0.882 -0.0606 1.9735 0.2185
C 0.234 2.315 -0.652 -1.2211 -0.2421 -1.7351
C 0.128 3.571 -1.323 0.8041 -1.7538 0.8167
C 1.323 2.057 0.287 1.7169 0.1699 1.0838
C 2.181 3.113 0.665 -0.5703 -0.6113 -0.1727
C 3.195 2.859 1.567 0.8319 -0.0960 -0.2657
C 4.295 3.902 1.794 -0.7593 0.3358 -0.0422
O 5.034 4.126 0.583 -0.2390 -0.2944 0.6981
C 3.340 1.569 2.112 -0.4493 0.1117 -0.0116
C 2.439 0.580 1.763 -0.4888 0.2451 -1.4350
N 1.495 0.820 0.808 0.5241 0.5875 0.3465
H -0.048 6.876 -2.696 -0.0587 -0.3263 0.0014
H -1.266 5.037 -3.872 0.3401 0.1190 0.5461
H -1.984 5.690 -2.407 -0.4419 0.2284 0.3231
H -2.807 3.025 -2.871 0.1233 -0.4342 0.4639
H -2.552 0.779 -1.620 0.9842 0.9420 -0.1333
H 0.988 4.231 -1.330 -0.5592 0.2034 0.2015
H 2.062 4.103 0.222 0.1399 -0.3579 0.3520
H 4.879 3.493 2.614 0.5147 0.3533 -0.0087
H 3.898 4.899 2.089 0.0288 -0.8077 -0.0688
H 5.863 3.651 0.664 0.1442 -0.0559 -0.1761
H 4.143 1.316 2.791 0.0334 0.2012 0.0810
H 2.492 -0.465 2.131 -0.0065 0.8730 -0.1349
S -1.393 0.887 2.366 1.1661 -0.3415 -1.0353
```
Forces are in eV/Å.

Its HOMO energy (alpha / beta) is -8.851 / -8.755 eV. For the HOMO-LUMO gap (alpha / beta), the calculation gives 5.86 / 5.78 eV. As for the electronic energy: -2989.3243 hartree. As for the total charge: +1. Its expectation value of S² is 16.12. The spin multiplicity is 8.

***

# C30H30N4O6S2W

C30H30N4O6S2W as an isolated structure at a distorted geometry (ωB97M-V/def2-TZVPD, the Open Molecules 2025 dataset).

The geometry in XYZ format:
```
73
Properties=species:S:1:pos:R:3:forces:R:3
W -0.139 -0.191 -0.011 0.7033 0.2381 -0.7745
O 0.239 -0.193 1.815 -0.1246 0.1416 0.4951
C 1.035 -0.827 2.701 -0.1138 -0.0401 -0.1395
C 0.673 -0.910 4.035 0.1555 -0.0844 -0.0485
C 1.530 -1.567 4.908 -0.0484 0.0074 0.0364
C 2.730 -2.125 4.474 0.0199 -0.0035 -0.0453
C 3.084 -2.028 3.145 -0.0528 0.0050 0.0724
C 2.233 -1.382 2.238 -0.0466 0.0403 -0.0064
C 2.619 -1.274 0.865 0.0352 -0.0390 -0.0883
N 1.928 -0.803 -0.116 0.2460 0.0429 0.1443
C 2.568 -0.747 -1.433 -0.0286 -0.0607 0.0280
C 1.607 -1.384 -2.429 -0.0470 0.0334 0.0448
N 0.253 -1.403 -1.825 0.0621 -0.1363 -0.2410
C -0.579 -2.230 -2.344 0.0311 -0.0364 -0.0817
C -1.953 -2.444 -1.972 -0.0263 0.0788 0.1120
C -2.683 -3.496 -2.529 -0.0502 0.0482 0.0400
C -4.004 -3.681 -2.161 0.0296 -0.0290 -0.0342
C -4.604 -2.813 -1.255 -0.0264 0.0534 0.0609
C -3.903 -1.746 -0.701 0.0330 -0.1897 -0.1679
C -2.585 -1.590 -1.068 0.2383 0.2204 -0.0541
O -1.868 -0.536 -0.574 -0.6655 -0.2520 0.3434
H -0.258 -0.485 4.381 -0.0002 0.0082 0.0002
H 1.252 -1.647 5.950 0.0034 0.0014 0.0014
H 3.378 -2.631 5.175 -0.0017 0.0007 0.0095
H 4.015 -2.454 2.794 0.0066 0.0063 -0.0198
H 3.617 -1.637 0.623 0.0048 0.0069 0.0501
H 3.520 -1.277 -1.407 -0.0251 -0.0178 -0.0280
H 2.768 0.298 -1.668 -0.0323 0.0007 -0.0233
H 1.889 -2.413 -2.647 0.0424 0.0099 0.0436
H 1.578 -0.825 -3.364 0.0100 -0.0060 0.0051
H -0.204 -2.843 -3.162 -0.0392 -0.0251 0.0050
H -2.213 -4.161 -3.242 0.0157 -0.0023 0.0001
H -4.571 -4.499 -2.582 -0.0102 -0.0015 0.0024
H -5.638 -2.965 -0.976 -0.0032 -0.0056 -0.0029
H -4.362 -1.065 0.000 0.0062 0.0178 0.0105
C -2.266 0.836 2.720 0.0040 -0.0827 -0.0269
C -2.188 1.790 1.567 -0.1010 0.1706 0.0493
C -3.069 2.895 1.732 0.0605 -0.0568 -0.0165
C -3.183 3.857 0.789 0.0054 -0.0040 0.0048
C -2.406 3.754 -0.385 -0.0117 -0.0043 -0.0149
C -2.492 4.719 -1.407 0.0215 -0.0195 -0.0042
C -1.744 4.585 -2.545 0.0182 -0.0425 0.0189
C -0.890 3.484 -2.683 -0.0621 0.0460 0.0406
C -0.788 2.536 -1.687 0.0560 0.1367 -0.0744
S 0.315 1.211 -1.954 -0.2295 -0.0335 -0.1098
C -1.546 2.643 -0.513 0.0527 -0.0490 0.0470
N -1.421 1.669 0.485 -0.1197 0.1253 -0.0374
H -2.108 1.408 3.637 0.0089 -0.0188 0.0199
H -1.594 0.001 2.689 -0.1062 0.0659 -0.0143
H -3.285 0.448 2.767 -0.0196 0.0153 0.0085
H -3.654 2.928 2.639 -0.0033 0.0096 0.0046
H -3.859 4.693 0.916 -0.0016 0.0023 -0.0045
H -3.164 5.557 -1.275 -0.0043 0.0032 -0.0020
H -1.807 5.315 -3.339 -0.0044 0.0029 -0.0021
H -0.302 3.375 -3.585 0.0246 -0.0229 0.0065
O 1.375 1.590 0.682 0.0174 0.1486 0.2046
S 1.375 3.118 0.515 0.1303 -0.0497 -0.1015
C 3.051 3.614 1.006 0.0414 0.0130 -0.0499
C 2.995 4.034 2.470 0.0075 -0.0274 -0.0143
C 1.653 4.742 2.630 -0.0115 0.0373 -0.0221
C 0.625 3.791 2.028 0.0619 -0.0845 0.0865
H 3.323 4.443 0.352 -0.0033 0.0140 0.0184
H 3.689 2.762 0.777 0.0248 0.0132 0.0209
H 3.839 4.674 2.721 -0.0055 0.0107 0.0003
H 3.040 3.154 3.116 -0.0100 0.0030 0.0048
H 1.663 5.689 2.085 -0.0212 0.0072 0.0120
H 1.408 4.968 3.667 0.0195 -0.0315 0.0113
H -0.340 4.234 1.788 0.0151 0.0390 -0.0125
H 0.484 2.911 2.662 -0.0463 0.0134 -0.0128
O -0.877 -3.862 1.599 -0.0121 0.2493 0.0078
N -1.017 -2.708 1.338 0.1210 -0.1135 -0.2012
O -0.143 -2.227 0.387 -0.3282 -0.1829 0.3982
O -1.841 -1.928 1.774 0.1098 -0.3350 0.0064
```
Forces are in eV/Å.

Its HOMO energy is -13.338 eV. For the HOMO-LUMO gap, the calculation gives 6.01 eV. The value obtained for the energy relative to the best compared isomer or geometry (same formula, charge and spin) is 0.0 kcal/mol. As for the electronic energy: -2694.5829 hartree. As for the total charge: +2.